[1]
A 9-piece molecular cluster, C9H33O9 overall at a distorted geometry. Source: OMol25; level of theory: the ωB97M-V functional and the def2-TZVPD basis.

The geometry in ORCA input format:
```
! wB97M-V def2-TZVPD RIJCOSX def2/J DEFGRID3
* xyz -3 1
C -2.67402 -5.19838 2.82721
O -1.30314 -5.28612 2.54524
H -2.83873 -4.39851 3.54913
H -3.33984 -5.05790 1.97572
H -2.97708 -6.11109 3.34026
C -3.36194 1.74613 2.79439
O -1.94266 1.81951 2.87198
H -3.76629 1.33531 1.86928
H -3.78650 1.06984 3.53633
H -3.79407 2.74678 2.78619
C -3.43437 -12.08877 0.16718
O -2.05137 -12.17810 0.16492
H -3.94614 -12.88912 0.70162
H -3.76774 -11.18986 0.68578
H -3.87626 -12.10923 -0.82902
C -6.48280 -3.53303 8.29136
O -6.39259 -3.03427 9.61776
H -5.59381 -4.13087 8.09039
H -7.38716 -4.12932 8.17021
H -6.54310 -2.72562 7.56160
H -6.81816 -3.77193 10.06086
C -1.06141 -1.00373 8.69601
O -0.05316 -1.87525 8.26793
H -0.75695 0.03987 8.77537
H -1.79585 -1.10773 7.89734
H -1.42944 -1.20303 9.70246
H -0.02817 -2.58916 8.90927
C -2.72057 -2.38378 -4.18984
O -3.44734 -2.49316 -5.36947
H -2.89907 -1.37244 -3.82455
H -3.03701 -3.09999 -3.43155
H -1.66359 -2.56109 -4.38847
H -2.91584 -1.98189 -5.98406
C -0.64869 -9.38042 7.03872
O -0.11853 -10.25251 6.03365
H -1.72556 -9.37255 6.87023
H -0.53152 -9.71191 8.07046
H -0.29965 -8.35869 6.88924
H -0.40866 -11.11826 6.33014
C -1.19509 -7.84039 -3.89818
O 0.09557 -7.55890 -3.48593
H -1.87719 -7.38683 -3.17907
H -1.35231 -7.45096 -4.90403
H -1.34209 -8.92039 -3.90852
H 0.41846 -6.80928 -3.99131
C -8.86162 -7.77167 3.44258
O -9.73411 -8.02699 2.31528
H -8.21760 -8.64414 3.55272
H -8.33540 -6.82601 3.31246
H -9.57058 -7.67853 4.26527
H -10.42853 -8.57996 2.68079
*
```

Summary:
LUMO level = 4.85 eV
HOMO level = 2.39 eV
total energy = -1039.3704 hartree
ΔE to the lowest compared entry with this formula, charge and spin = 8.8 kcal/mol


[2]
An isolated ion of composition C8H15N2O4 and charge -1 at a distorted geometry. Source: OMol25; level of theory: the ωB97M-V functional and the def2-TZVPD basis.

The geometry in ORCA input format:
```
! wB97M-V def2-TZVPD RIJCOSX def2/J DEFGRID3
* xyz -1 1
C -0.67466 -1.16250 -2.31174
C -0.92232 -1.07869 -0.81594
C -2.44250 -1.12642 -0.57371
N -0.45218 0.12971 -0.20016
N 0.81804 0.00789 0.44138
C 0.98068 -0.87756 1.45596
O 2.18414 -0.91788 1.86575
O 0.06408 -1.69612 1.84918
C -0.99610 -1.16478 3.04570
O -0.99796 -0.00505 3.11613
O -1.36043 -2.15470 3.57435
C 1.71661 1.16695 0.22725
C 1.11547 2.47334 0.80147
C 1.85216 1.40410 -1.36020
H -0.72922 -2.17651 -2.75614
H -1.19593 -0.45617 -2.89576
H 0.44170 -1.03074 -2.58525
H -0.52811 -1.95749 -0.29312
H -3.00656 -0.28098 -0.96644
H -2.65902 -1.07190 0.51074
H -2.91013 -1.91956 -1.02281
H -1.23034 0.42601 0.38067
H 2.69864 0.96557 0.62827
H 0.01717 2.54048 0.52319
H 0.93452 2.36041 1.83651
H 1.84793 3.28144 0.70017
H 1.97843 2.44237 -1.53881
H 0.88928 0.98769 -1.71224
H 2.56663 0.89112 -1.92440
*
```

Summary:
SMILES = CC(C)NN(C(=O)OC(=O)[O-])C(C)C
LUMO level = 3.33 eV
HOMO level = -5.28 eV
total energy = -724.3401 hartree
ΔE to the lowest compared entry with this formula, charge and spin = 3.5 kcal/mol


[3]
C13H30AlBrN3O3P as an isolated structure. Source: OMol25; level of theory: the ωB97M-V functional and the def2-TZVPD basis.

The geometry in ORCA input format:
```
! wB97M-V def2-TZVPD RIJCOSX def2/J DEFGRID3
* xyz 0 1
C 0.56506 -0.49676 3.06538
C 0.03768 -1.73881 2.35691
O -0.44094 -1.43685 1.05666
C -1.84832 -1.63592 0.87610
C -2.68099 -0.69746 1.73395
Al -2.84491 1.19745 1.01316
C -4.69655 1.80367 1.47092
N -4.99722 1.82748 2.93059
C -2.60948 1.33605 -1.01630
O -1.98969 2.59210 -1.38854
C -0.65502 2.46924 -1.72814
P -1.42316 2.71382 2.25458
O 0.12819 2.55177 1.59732
Br -2.05099 4.70700 1.38751
H 1.38868 -0.74082 3.74037
H 0.94000 0.19636 2.30705
H -0.22152 0.03530 3.60305
H -0.74996 -2.22196 2.94293
H 0.84982 -2.47512 2.25618
H -2.03012 -1.41696 -0.18107
H -2.07868 -2.70616 1.01117
H -2.32834 -0.71500 2.77322
H -3.71042 -1.08087 1.77618
H -4.93961 2.78336 1.04261
H -5.35472 1.06906 0.98064
H -5.71031 1.15697 3.18096
H -4.18450 1.61496 3.49481
H -3.60786 1.37635 -1.47147
H -2.06836 0.50976 -1.51424
H -0.27552 3.46195 -1.98159
H -0.53869 1.81698 -2.62167
H -0.04779 2.06483 -0.90134
H 0.75013 2.65348 2.32770
C 4.66126 -3.31985 -1.20435
C 4.04827 -2.14043 -0.47160
N 3.15464 -1.35644 -1.33550
C 1.82786 -1.09914 -1.08348
C 1.37580 -0.31620 -2.09031
N 2.43438 -0.10236 -2.94078
C 3.49925 -0.74223 -2.46490
C 2.39224 0.70162 -4.16117
H 5.29472 -2.99656 -2.03087
H 5.27982 -3.89279 -0.51551
H 3.88666 -3.97573 -1.60084
H 4.81432 -1.47011 -0.08284
H 3.44286 -2.47227 0.36891
H 1.31135 -1.47135 -0.20798
H 0.40670 0.11932 -2.26470
H 4.47628 -0.75012 -2.91564
H 2.58127 0.07256 -5.02771
H 3.13359 1.49478 -4.10588
H 1.40286 1.14204 -4.24045
*
```

Summary:
LUMO level = -0.68 eV
HOMO level = -6.02 eV
total energy = -4061.0455 hartree


[4]
CH4N2O as an isolated structure at a distorted geometry. Source: OMol25; level of theory: the ωB97M-V functional and the def2-TZVPD basis.

The geometry in ORCA input format:
```
! wB97M-V def2-TZVPD RIJCOSX def2/J DEFGRID3
* xyz 0 1
C 0.38211 1.01878 0.08343
H -0.40402 -1.78943 1.00907
H -1.57508 -0.34284 0.02773
H 1.01815 -0.52304 -1.24803
H 1.25305 1.59151 -0.33068
N -0.63712 -1.13590 -0.08419
N 0.53469 -0.31647 -0.11045
O -0.57177 1.49740 0.65313
*
```

Summary:
LUMO level = 0.74 eV
HOMO level = -9.78 eV
total energy = -225.1355 hartree
ΔE to the lowest compared entry with this formula, charge and spin = 98.2 kcal/mol


[5]
A single C18H16BrN3O4 molecule at a distorted geometry. Source: OMol25; level of theory: the ωB97M-V functional and the def2-TZVPD basis.

The geometry in ORCA input format:
```
! wB97M-V def2-TZVPD RIJCOSX def2/J DEFGRID3
* xyz 0 1
O 2.66162 0.51274 0.32313
C 2.03189 -0.28931 -0.31592
C 1.00789 0.23648 -1.49523
N -0.48635 0.26317 -0.82757
C -1.26901 -0.87174 -0.86061
O -0.97131 -1.90950 -0.85460
C -2.63851 -0.46728 -0.21108
C -3.69444 -1.08399 -1.42653
O -4.95659 -0.77314 -0.85920
C -5.13866 0.30111 -0.15436
C -6.55866 0.71659 0.11971
C -6.69206 2.15043 0.53955
C -5.66723 2.64555 0.89676
C -4.29119 2.44537 0.67893
C -4.11745 1.34578 -0.10405
O -2.85968 0.84921 0.14841
N 1.94130 -1.51124 -0.04641
N 2.38867 -2.26962 1.02735
C 3.52749 -2.18457 1.33940
C 4.52984 -1.25942 1.02241
C 4.75887 -1.21225 -0.22935
C 5.87285 -0.29409 -0.98569
C 6.62127 0.40898 -0.05310
Br 8.12464 1.55193 -0.56256
C 6.48176 0.25719 1.39568
C 5.35059 -0.28923 1.88224
H 1.28740 1.02717 -1.65221
H 0.79792 -0.54383 -1.99200
H -0.92775 1.23445 -0.53353
H -2.80874 -1.10625 0.67956
H -3.50309 -2.08183 -1.48497
H -3.54740 -0.61003 -2.24863
H -7.31235 0.01847 -0.26259
H -7.70543 2.50145 0.78496
H -5.84364 3.80782 1.15526
H -3.54039 3.07214 1.21716
H 0.92612 -2.15463 -0.29602
H 3.75781 -2.70532 2.46230
H 4.17173 -1.67042 -0.97267
H 6.08816 -0.26691 -2.04894
H 7.08785 0.66900 1.98279
H 5.11425 -0.46041 2.82223
*
```

Summary:
SMILES = O=C(CNC(=O)[C@@H]1COc2ccccc2O1)N/N=C\c1ccc(Br)cc1
LUMO level = 0.41 eV
HOMO level = -8.31 eV
total energy = -3734.2127 hartree
ΔE to the lowest compared entry with this formula, charge and spin = 360.1 kcal/mol


[6]
A 3-piece molecular cluster, C33H43F10N3O2S overall at a distorted geometry. Source: OMol25; level of theory: the ωB97M-V functional and the def2-TZVPD basis.

The geometry in ORCA input format:
```
! wB97M-V def2-TZVPD RIJCOSX def2/J DEFGRID3
* xyz 0 1
C -1.23221 -1.83417 1.65544
C -0.82287 -0.57764 1.64189
C -0.65971 0.31503 0.43330
C -1.48451 -0.15032 -0.77030
C -2.99204 -0.25253 -0.55674
C -3.64373 -0.67922 -1.88268
C -5.16842 -0.67224 -1.77735
N -5.65366 0.57326 -1.18363
C -6.40496 0.59075 -0.05608
C -6.63123 1.91201 0.23202
C -6.01371 2.68229 -0.75544
C -5.41399 1.82076 -1.64091
O 0.68960 0.52996 -0.02781
C 1.68222 -0.37288 0.13017
F 2.17004 -0.50171 1.40127
C 1.34542 -1.78777 -0.34921
C 1.61800 -2.85917 0.43641
C 2.88589 0.15792 -0.76989
F 3.56359 -0.92160 -1.24163
F 2.40538 0.77529 -1.85770
C 3.96219 1.02046 -0.08166
F 4.85154 1.36904 -1.05285
F 4.67345 0.31490 0.80484
C 3.54672 2.35396 0.59029
F 2.76326 2.18328 1.65991
F 4.69549 2.90409 1.04914
C 2.90248 3.44466 -0.31287
F 3.65766 3.75483 -1.36577
F 2.80295 4.54810 0.45408
F 1.67874 3.13414 -0.72341
C -1.12577 1.77268 0.91496
S -2.53872 1.68362 2.07636
C -1.50407 2.66317 -0.28523
C -1.78223 4.12749 0.06705
C -2.68616 4.82069 -0.98016
C -1.94173 5.73931 -1.97829
C -0.53969 5.27078 -2.36168
O 0.05482 2.35329 1.47050
C -0.04174 3.07219 2.68345
H -1.62856 -2.33960 0.78607
H -1.14754 -2.41101 2.56421
H -0.51972 -0.15100 2.59075
H -1.15747 -1.14009 -1.08750
H -1.28993 0.48989 -1.62715
H -3.46640 0.68134 -0.28282
H -3.29037 -1.00140 0.17292
H -3.33543 -1.70310 -2.10330
H -3.33927 -0.02444 -2.70090
H -5.62236 -0.85802 -2.74987
H -5.48455 -1.47944 -1.12138
H -6.73673 -0.27717 0.47660
H -7.18168 2.25086 1.09188
H -5.99423 3.75590 -0.80959
H -4.85544 2.03509 -2.53176
H 0.92925 -1.93091 -1.34057
H 0.80896 -3.51142 0.75578
H 2.62601 -3.06369 0.78210
H -3.51575 2.30539 1.39134
H -2.36176 2.28028 -0.83408
H -0.65229 2.62950 -0.96547
H -2.29219 4.23396 1.02150
H -0.84251 4.66115 0.18793
H -3.39850 5.44345 -0.44159
H -3.24236 4.06986 -1.53907
H -2.52799 5.77183 -2.89826
H -1.91910 6.75195 -1.57975
H -0.51414 4.21008 -2.60027
H 0.15067 5.46356 -1.54236
H -0.15230 5.80931 -3.22462
H 0.93750 3.52853 2.83187
H -0.20119 2.43416 3.55188
H -0.75267 3.89278 2.65748
C 5.13461 -4.73838 -2.37656
C 3.84807 -4.34785 -1.91464
C 3.07295 -5.47567 -1.86267
N 3.83999 -6.53124 -2.27845
C 5.09828 -6.09036 -2.58963
H 5.98722 -4.09909 -2.53294
H 3.52989 -3.35380 -1.65141
H 2.04669 -5.61705 -1.56834
H 3.52768 -7.48163 -2.34589
H 5.85479 -6.77395 -2.93509
C 3.66083 -4.44348 4.51415
C 3.02956 -5.70130 4.71578
C 3.24637 -6.45167 3.59064
N 3.98039 -5.69604 2.71744
C 4.24048 -4.47442 3.27456
H 3.68625 -3.61375 5.20033
H 2.48011 -6.01753 5.58663
H 2.94265 -7.45293 3.33721
H 4.28242 -5.99112 1.80692
H 4.81247 -3.73499 2.74005
*
```

Summary:
SMILES = C=C[C@](CCCCn1cccc1)(O[C@@](F)(C=C)C(F)(F)C(F)(F)C(F)(F)C(F)(F)F)[C@](S)(CCCCC)OC.c1cc[nH]c1.c1cc[nH]c1
LUMO level = 0.13 eV
HOMO level = -8.26 eV
total energy = -2994.6791 hartree